This record from the Open Molecules 2025 dataset describes C6H8HgN2O3S as an isolated structure in a non-equilibrium geometry. The level of theory is wB97M-V/def2-TZVPD.

Results
orbital gap = 7.63 eV
largest force on an atom = 6.11 eV/Å
net charge = +2

Each line ends with the natural charge from an NBO analysis.
CARTESIAN COORDINATES (ANGSTROEM)
1 O -0.754 4.375 -4.057  -0.421
2 C -0.710 3.292 -3.696  0.432
3 Hg -0.060 -0.040 -2.004  1.180
4 C 1.373 -0.544 -3.604  0.446
5 C -2.490 -0.389 -3.463  0.423
6 O 2.278 -1.054 -4.119  -0.256
7 O -3.482 -0.812 -3.830  -0.371
8 C 1.494 0.462 2.586  -0.435
9 N 0.976 0.613 1.219  -0.571
10 C -0.313 0.330 0.930  0.324
11 S -1.204 1.322 -0.189  -0.084
12 N -0.912 -0.705 1.539  -0.535
13 C -0.243 -1.962 1.891  -0.441
14 H 0.769 -0.068 3.206  0.228
15 H 1.658 1.454 3.026  0.251
16 H 2.433 -0.102 2.567  0.241
17 H 1.309 1.458 0.744  0.429
18 H -1.898 -0.779 1.289  0.435
19 H -0.500 -2.219 2.926  0.258
20 H -0.565 -2.771 1.223  0.237
21 H 0.843 -1.863 1.814  0.228